Record 1
A molecular structure, C37H31BrF6InO3 in a non-equilibrium geometry, computed with wB97M-V/def2-TZVPD.

Calculated values
- Total energy: -5017.1858 a.u.
- Net charge: +1
- ΔE to the lowest compared entry with this formula, charge and spin: 0.0 kcal/mol
- Gap between HOMO and LUMO: 1.98 eV
- LUMO energy: -8.899 eV
- Multiplicity: 1

Element x y z (Å)
In 8.51100 -12.23531 -27.31847
Br 7.56970 -16.00623 -21.59450
O 6.97093 -16.30524 -24.83201
C 7.37771 -15.09453 -25.16937
O 7.25194 -14.61873 -26.30112
O 7.94529 -14.41839 -24.23392
H 7.20690 -16.18883 -23.90530
F 2.28746 -16.99732 -27.14119
C 2.63002 -17.45993 -25.93250
C 3.95752 -17.68524 -25.60634
C 4.24092 -18.10455 -24.32797
C 3.23944 -18.30306 -23.37601
C 1.91485 -18.10248 -23.74266
C 1.59721 -17.69291 -25.03272
H 4.74443 -17.49771 -26.32322
H 5.27312 -18.23524 -24.02578
H 3.47103 -18.46692 -22.33238
H 1.11987 -18.16721 -23.01143
H 0.56639 -17.56951 -25.33335
F 2.67064 -16.21133 -32.41184
C 3.35604 -15.95658 -31.29120
C 3.94917 -17.01470 -30.62274
C 4.58654 -16.73018 -29.43534
C 4.71481 -15.44028 -28.94345
C 4.17740 -14.38970 -29.68810
C 3.48853 -14.64760 -30.85541
H 3.89587 -18.01916 -31.01681
H 5.04405 -17.51231 -28.83963
H 5.28137 -15.23016 -28.04573
H 4.36504 -13.37120 -29.36888
H 3.04585 -13.84738 -31.43418
F 10.16421 -14.72202 -27.27980
C 10.99362 -15.64050 -26.70914
C 10.47818 -16.70340 -26.00089
C 11.36138 -17.65901 -25.53078
C 12.72620 -17.56431 -25.77634
C 13.22757 -16.43101 -26.40394
C 12.35080 -15.48063 -26.89670
H 9.41071 -16.81041 -25.85510
H 11.01621 -18.53666 -24.99866
H 13.38454 -18.33490 -25.40050
H 14.29676 -16.33268 -26.53217
H 12.70961 -14.63127 -27.46458
F 8.10482 -14.75870 -28.97352
C 8.11162 -15.93427 -29.64185
C 8.30568 -16.00603 -31.00554
C 8.49932 -17.25986 -31.56937
C 8.28419 -18.43867 -30.86978
C 7.98262 -18.32613 -29.51526
C 7.98671 -17.09541 -28.88450
H 8.26197 -15.12387 -31.63119
H 8.74432 -17.31973 -32.62385
H 8.47884 -19.40059 -31.31999
H 7.73480 -19.17498 -28.89035
H 7.79465 -16.91863 -27.83378
F 6.86328 -18.78509 -26.64534
C 7.48068 -19.79166 -25.97884
C 8.24402 -19.50232 -24.86527
C 8.96606 -20.51935 -24.25806
C 8.82368 -21.82708 -24.69669
C 8.00686 -22.11305 -25.78622
C 7.28592 -21.09089 -26.38580
H 8.35694 -18.48821 -24.50454
H 9.66481 -20.31712 -23.45710
H 9.46929 -22.59158 -24.28439
H 7.92638 -23.14746 -26.08870
H 6.63088 -21.36867 -27.20281
F 5.66015 -12.33521 -26.75579
C 4.35996 -12.52247 -26.37218
C 3.97318 -13.75234 -25.87858
C 2.67526 -13.86666 -25.40261
C 1.85021 -12.75435 -25.30382
C 2.25327 -11.53268 -25.83053
C 3.50428 -11.44723 -26.42354
H 4.68321 -14.55669 -25.75095
H 2.35258 -14.81326 -24.98660
H 0.83219 -12.92909 -24.97799
H 1.52676 -10.73378 -25.87325
H 3.85034 -10.47175 -26.74504

---

Record 2
A molecular structure, C26H30N2O4P2SeTi, computed with wB97M-V/def2-TZVPD.

Calculated values
- Total energy: -5352.9506 a.u.
- Net charge: -1
- ΔE to the lowest compared entry with this formula, charge and spin: 7.8 kcal/mol
- Gap between HOMO and LUMO (alpha / beta): 5.85 / 6.61 eV
- LUMO energy (alpha / beta): 2.633 / 2.633 eV
- Multiplicity: 2
- <S²>: 0.759

Element x y z (Å)
Ti -0.04606 -1.33118 0.97705
O -2.93397 -2.46667 -1.38872
C -1.92477 -1.78450 -1.49666
O -0.85081 -1.88566 -0.80329
C -1.84568 -0.71312 -2.57451
C -2.71174 -0.83915 -3.65827
C -2.66701 0.05048 -4.71675
C -1.74964 1.09200 -4.69498
C -0.89844 1.23391 -3.61128
C -0.93526 0.34490 -2.53664
P 0.22884 0.55579 -1.12510
C 1.79768 0.15352 -1.98807
C 2.51552 1.07684 -2.74460
C 3.67423 0.69736 -3.40328
C 4.12837 -0.61273 -3.31673
C 3.41710 -1.53701 -2.56952
C 2.25716 -1.15989 -1.90692
C 0.35303 2.35520 -0.87382
C 1.46659 2.80995 -0.15463
C 1.55621 4.13667 0.23274
C 0.53475 5.02739 -0.07481
C -0.58070 4.57911 -0.76245
C -0.67423 3.25039 -1.15433
H -3.41527 -1.66089 -3.64204
H -3.33853 -0.06850 -5.55818
H -1.69418 1.79308 -5.51889
H -0.18822 2.05163 -3.60062
H 2.18389 2.10575 -2.81649
H 4.22449 1.43007 -3.98140
H 5.03845 -0.90838 -3.82433
H 3.76736 -2.55760 -2.48058
H 1.72710 -1.88826 -1.30563
H 2.25605 2.11353 0.10553
H 2.42667 4.47121 0.78391
H 0.60627 6.06392 0.23080
H -1.38853 5.26300 -0.99231
H -1.55782 2.90939 -1.68053
C 2.44826 1.34053 3.47755
C 1.34159 0.74415 2.66743
N 1.53355 0.12513 1.56096
O 2.86524 0.01281 1.15591
C -0.02424 0.77732 3.15095
C -0.52326 1.60426 4.28856
N -0.85143 -0.00956 2.48400
O -2.09703 -0.00784 2.76359
H 3.31792 1.55321 2.86539
H 2.74477 0.61823 4.24309
H 2.11458 2.24659 3.98272
H 2.93514 -0.97079 1.06937
H -0.67592 2.65321 4.01274
H 0.16060 1.58576 5.14085
H -1.48785 1.20625 4.59543
Se 1.61254 -2.89922 1.60136
C -1.57352 -3.31635 3.70797
P -1.82121 -3.02356 1.92848
C -1.69613 -4.69040 1.21126
C -3.61889 -2.69908 1.85372
H -2.27976 -4.06305 4.08083
H -1.72907 -2.37217 4.23176
H -0.54787 -3.64666 3.86662
H -2.34256 -5.39471 1.74242
H -0.65529 -5.00826 1.26600
H -1.99607 -4.63438 0.16454
H -4.17130 -3.50724 2.34229
H -3.92985 -2.62260 0.81355
H -3.81181 -1.75313 2.35702

---

Record 3
A single C26H42F3NO11S2 molecule in a non-equilibrium geometry, computed with wB97M-V/def2-TZVPD.

Calculated values
- Total energy: -2994.1678 a.u.
- ΔE to the lowest compared entry with this formula, charge and spin: 27.7 kcal/mol
- Gap between HOMO and LUMO: 9.17 eV
- LUMO energy: 0.195 eV
- Multiplicity: 1
- SMILES: CCCCCC[C@H]1[C@@H](N)OS(=O)(=O)[C@@](CCCOC(C)=O)(CCC(F)=C(F)F)[C@]1(CCCS(=O)(=O)O)CC(=O)OC(C)=O

Element x y z (Å)
C 5.68054 -1.55810 4.59542
C 4.92987 -1.21560 3.29055
C 4.31364 -2.49221 2.63626
C 2.77559 -2.47078 2.56589
C 2.25595 -1.95856 1.20394
C 1.92674 -0.44188 1.24422
C 0.45123 -0.11952 1.02254
C 0.08141 0.97568 2.02343
N 1.05320 2.05288 2.16082
O -1.20508 1.58582 1.82965
S -2.29072 0.64812 1.11007
O -3.35516 1.52012 0.75681
O -2.58618 -0.38412 2.05445
C -1.58534 -0.09827 -0.39973
C -1.85341 -1.60326 -0.50037
C -3.13138 -2.28978 0.02858
C -4.46980 -1.59023 0.18189
O -5.37678 -2.13027 -0.82565
C -6.67217 -2.07870 -0.45417
C -7.56578 -3.19378 -0.95080
O -7.14026 -1.17535 0.22203
C -2.14385 0.65823 -1.63513
C -3.47615 0.26821 -2.28859
C -4.63813 1.13004 -1.91663
F -5.83112 0.53878 -1.71134
C -4.59429 2.45356 -1.79010
F -5.39205 3.13530 -0.99265
F -3.72273 3.21986 -2.43798
C -0.00014 0.18709 -0.46214
C 0.32930 1.66492 -0.71634
C 0.47295 2.19505 -2.16296
C 1.87123 2.78020 -2.47477
S 2.06155 4.50893 -2.05084
O 3.04376 4.65446 -1.03235
O 2.32855 5.22173 -3.26264
O 0.68618 5.05099 -1.45033
C 0.66578 -0.79643 -1.44362
C 2.01162 -0.45612 -2.07514
O 2.04232 -0.04801 -3.21873
O 3.19665 -0.76040 -1.43716
C 4.27698 0.09964 -1.68481
C 4.65194 1.00688 -0.53666
O 4.92151 0.07478 -2.70175
H 5.44668 -0.80953 5.34566
H 5.36920 -2.51864 4.98800
H 6.74323 -1.59647 4.38653
H 5.58740 -0.73712 2.57451
H 4.09787 -0.54988 3.49148
H 4.63813 -3.39025 3.14897
H 4.73422 -2.57228 1.63554
H 2.46381 -3.50072 2.71974
H 2.36965 -1.89638 3.39628
H 3.02826 -2.19109 0.48655
H 1.33428 -2.50675 1.02302
H 2.12931 -0.17982 2.27902
H 2.60866 0.16434 0.67483
H -0.06382 -1.01447 1.36115
H 0.02891 0.48173 2.99480
H 1.47658 2.02472 3.07269
H 0.57799 2.93848 2.05604
H -1.04572 -2.14800 -0.02454
H -1.74707 -1.84778 -1.55289
H -2.90369 -2.73193 0.99035
H -3.30955 -3.15445 -0.60534
H -4.49440 -0.50958 0.11413
H -4.90160 -1.84331 1.14095
H -8.19981 -2.75593 -1.71174
H -6.98466 -3.98070 -1.41942
H -8.14094 -3.52940 -0.10168
H -1.39852 0.50047 -2.40554
H -2.15532 1.72848 -1.47988
H -3.34947 0.46812 -3.35694
H -3.73972 -0.78209 -2.26424
H -0.34789 2.34486 -0.21699
H 1.28816 1.84810 -0.23535
H -0.22094 3.01784 -2.30744
H 0.24658 1.49353 -2.95442
H 2.10720 2.63748 -3.51750
H 2.57945 2.25612 -1.84728
H 0.10933 5.24960 -2.20017
H 0.02263 -0.97430 -2.29364
H 0.77744 -1.77579 -0.98795
H 5.52742 1.57408 -0.80556
H 4.88555 0.36344 0.31297
H 3.82718 1.63536 -0.21791

---

Record 4
A molecular structure, C9H39LiN14O13 in a non-equilibrium geometry, computed with wB97M-V/def2-TZVPD.

Calculated values
- Total energy: -2118.7868 a.u.
- ΔE to the lowest compared entry with this formula, charge and spin: 139.8 kcal/mol
- Gap between HOMO and LUMO: 8.09 eV
- LUMO energy: -1.135 eV
- Multiplicity: 1

Element x y z (Å)
Li 3.54862 0.44861 1.43415
C -0.31464 0.52953 0.29810
C 1.15141 0.67094 -0.00123
O 1.49658 1.53376 -0.86010
O 1.91104 -0.15342 0.58622
H -0.86539 0.51840 -0.64246
H -0.75698 1.33512 0.88414
H -0.50085 -0.36596 0.89100
C 4.26738 2.30980 -4.62419
O 4.85677 3.18554 -5.12100
N 4.75100 1.13022 -4.47485
N 3.17186 2.35063 -3.98259
H 5.58210 1.07343 -5.04595
H 4.11618 0.37077 -4.27401
H 2.99151 3.30209 -3.69573
H 3.01244 1.64075 -3.28205
C -3.60592 0.24678 2.59715
O -3.05062 -0.78573 2.17048
N -4.32427 1.00677 1.82389
N -3.63260 0.72085 3.80899
H -4.71525 1.87513 2.16033
H -4.51174 0.58282 0.92655
H -3.64103 0.07399 4.58462
H -4.23337 1.52431 3.92574
C -3.43367 -0.96571 -3.13309
O -2.78875 -1.76034 -3.81821
N -4.66770 -1.10235 -2.93049
N -2.89811 0.07497 -2.62257
H -4.95449 -2.06126 -3.06593
H -5.22404 -0.44841 -2.39857
H -3.56529 0.81611 -2.46237
H -1.99147 0.27499 -3.02020
C -0.22356 1.61126 -4.58706
O -1.10160 1.00396 -5.21747
N 0.56937 0.95936 -3.67862
N 0.11813 2.79852 -4.77578
H 1.22696 1.51293 -3.14830
H 0.35497 -0.00463 -3.46684
H 0.92191 3.24664 -4.35955
H -0.32951 3.24484 -5.56350
C -1.81050 -3.31700 4.43637
O -1.38644 -3.98934 5.34623
N -2.87499 -2.69605 4.49280
N -1.23428 -3.08216 3.24553
H -3.17169 -2.17469 3.68023
H -3.46372 -2.92857 5.27984
H -0.36132 -3.57860 3.13789
H -1.60769 -2.38001 2.62290
C 0.94460 -3.67785 0.89673
O 1.54903 -3.38040 1.87518
N 0.39535 -4.83936 0.61854
N 0.69990 -2.78474 -0.03929
H -0.52675 -4.74273 0.21790
H 0.48337 -5.52677 1.35326
H 0.95569 -1.84717 0.23572
H 0.31554 -2.92624 -0.96253
C 0.20132 3.13286 3.27517
O 0.47440 4.07257 2.47908
N 1.05419 2.51860 3.99334
N -0.98167 2.60807 3.40840
H 0.78089 1.93806 4.77334
H 2.04556 2.68003 3.88738
H -1.18169 1.78377 3.95669
H -1.69374 3.07571 2.86585
O -0.17228 3.58306 -0.48599
H 0.34408 3.62911 0.31867
H 0.29656 2.95584 -1.03645
O 3.83837 -2.69929 0.18754
H 3.25788 -2.59984 0.94211
H 3.26544 -2.59227 -0.57175
O 3.62100 -1.43891 2.73806
H 3.69492 -1.51693 3.68920
H 2.77027 -1.82565 2.53092
O 3.56432 -0.13037 -2.07061
H 2.84461 0.25465 -1.57060
H 4.35212 0.11665 -1.58628

---

Record 5
A single C3H4N4 molecule in a non-equilibrium geometry, computed with wB97M-V/def2-TZVPD.

Calculated values
- Total energy: -335.5733 a.u.
- ΔE to the lowest compared entry with this formula, charge and spin: 125.5 kcal/mol
- Gap between HOMO and LUMO: 8.31 eV
- LUMO energy: 0.279 eV
- Multiplicity: 1

Element x y z (Å)
N 2.65878 -0.12062 0.08863
C 1.45832 -0.53411 -0.26129
C 0.40206 0.36503 0.25990
N -0.77454 -0.01021 -0.05733
C -2.07592 0.24385 0.02749
N -2.75086 -0.70964 -0.63161
N -3.19763 -1.56532 -1.21083
H 2.87259 0.70783 0.64885
H 3.46072 -0.65674 -0.21121
H 0.64126 1.26857 0.86361
H -2.69478 1.01137 0.48379